# 1
9
Properties=species:S:1:pos:R:3:lowdin_charge:R:1 method="wB97M-V/def2-TZVPD" homo_lumo_gap_ev=4.033 e_lumo_ev=2.18 homo_energy_ev=-1.85 relative_energy_kj_mol=412.0 largest_force_ev_per_a=2.672 total_charge=-1
C 0.38 0.64 -0.14 -0.030
C 0.37 0.78 -1.61 -0.359
O 0.38 -0.58 -1.30 -0.274
F 1.74 -0.08 0.64 -0.387
H 1.34 1.13 -2.00 0.090
H -0.56 1.18 -2.06 0.097
Na -0.92 -1.38 0.45 0.569
O -1.51 0.95 1.08 -0.535
H -2.07 1.23 1.81 -0.171



# 2
7
Properties=species:S:1:pos:R:3:lowdin_charge:R:1 method="wB97M-V/def2-TZVPD" smiles="C=C=O.F" homo_lumo_gap_ev=10.373 e_lumo_ev=0.70 homo_energy_ev=-9.67 relative_energy_kj_mol=170.6 largest_force_ev_per_a=5.325 total_charge=0
C -0.47 -0.22 0.17 -0.245
C -1.03 -0.12 1.32 0.035
O 0.16 -0.35 -0.79 0.161
F 2.13 0.84 -2.09 -0.054
H -1.22 -0.93 2.01 0.075
H 1.77 0.03 -2.22 0.026
H -1.34 0.76 1.60 0.003



# 3
9
Properties=species:S:1:pos:R:3:lowdin_charge:R:1 method="wB97M-V/def2-TZVPD" smiles="O=CCOSF" homo_lumo_gap_ev=9.704 e_lumo_ev=0.31 homo_energy_ev=-9.40 relative_energy_kj_mol=205.1 largest_force_ev_per_a=3.479 total_charge=0
C 0.64 0.23 0.05 -0.229
C -0.60 1.09 0.06 -0.275
O 1.79 1.11 0.17 -0.535
O -0.70 2.22 0.37 0.094
F 3.57 -0.76 0.62 -0.464
S 3.16 0.52 -0.42 0.977
H 0.84 -0.54 0.83 0.125
H 0.67 -0.38 -1.03 0.168
H -1.60 0.52 -0.07 0.140



# 4
9
Properties=species:S:1:pos:R:3:lowdin_spin:R:1 method="wB97M-V/def2-TZVPD" homo_lumo_gap_ev="7.472 / 10.938" e_lumo_ev="0.32 / -1.65" homo_energy_ev="-7.15 / -12.59" s2=2.006 relative_energy_kj_mol=0.0 multiplicity=3 largest_force_ev_per_a=2.811 total_charge=0
C -0.83 0.03 0.34 0.504
C 0.22 0.68 1.15 0.129
O -1.98 -0.05 0.38 0.295
O -0.44 -1.73 -2.50 0.375
F 1.52 -0.51 -1.36 0.068
S -0.02 -0.40 -2.17 0.600
H 1.16 0.87 0.55 -0.001
H -0.14 1.36 2.00 0.028
H 0.53 -0.25 1.61 0.003